C6H13NO as an isolated structure in a non-equilibrium geometry, computed with wB97M-V/def2-TZVPD.

Properties
Frontier orbital gap = 7.1 eV
Charge = 0
HOMO level = -6.21 eV
Energy above the lowest of the compared OMol25 structures with the same formula, charge and spin = 467.6 kJ/mol
Strongest force on any atom = 3.49 eV/Å

Last column: natural (NBO) charge in e.
Element x y z (Å)
C 0.33377 -1.06171 -1.02985  -0.10
C -1.31838 0.00875 -0.66458  -0.32
C 1.60330 -0.42025 -1.46774  -0.66
C -0.92195 1.44914 -0.91065  -0.64
C 0.37737 -0.40937 1.48157  0.20
N -0.45876 -0.37154 2.61695  -0.87
C -0.11559 -1.06035 0.34718  -0.25
O 1.23226 0.69447 1.30378  -0.75
H 1.78664 0.76759 2.08757  0.47
H -0.03897 -1.88660 -1.62842  0.21
H -1.08154 0.43013 2.68611  0.34
H -0.04705 -0.48598 3.53374  0.36
H -0.78924 -1.87426 0.59986  0.24
H -2.03779 -0.03462 0.16204  0.23
H -1.84618 -0.41781 -1.51570  0.20
H 1.72740 0.57367 -1.04077  0.25
H 1.66564 -0.37270 -2.55602  0.21
H 2.45966 -1.00279 -1.09779  0.23
H -1.82785 2.05468 -1.00763  0.21
H -0.35096 1.84210 -0.07073  0.24
H -0.35178 1.57744 -1.82889  0.21

Atoms 1-3, force components in eV/Å:
-1.801 0.880 1.358
0.175 0.463 -2.636
-0.140 0.390 -0.175

---

A 2-piece molecular cluster, C3H7O3 overall in a non-equilibrium geometry, computed with wB97M-V/def2-TZVPD.

Properties
Frontier orbital gap = 8.5 eV
Charge = -1
HOMO level = -4.41 eV
Energy above the lowest of the compared OMol25 structures with the same formula, charge and spin = 119.0 kJ/mol
Strongest force on any atom = 2.61 eV/Å

Last column: natural (NBO) charge in e.
Element x y z (Å)
C -1.90384 0.82369 -0.75646  -0.26
O -1.97515 -0.37996 0.00039  -0.79
H -1.21176 -0.26400 0.64721  0.52
H -2.89288 1.28569 -0.69710  0.14
H -1.59778 0.76250 -1.79138  0.15
H -1.30850 1.57777 -0.22624  0.18
C 1.71335 -0.99976 -0.05646  -0.77
C 1.38539 0.13090 0.98982  0.79
O 0.22799 0.16217 1.45947  -0.81
O 2.36235 0.87760 1.20752  -0.77
H 2.34635 -1.77866 0.38431  0.21
H 1.91544 -0.41047 -0.92750  0.21
H 0.93906 -1.78747 -0.23357  0.19

Atoms 1-3, force components in eV/Å:
-0.975 0.664 1.614
1.000 0.628 -0.102
-0.238 -0.532 -0.422

---

C50H57CrN5O2SSi2Te2 as an isolated structure in a non-equilibrium geometry, computed with wB97M-V/def2-TZVPD.

Properties
Frontier orbital gap (spin up / spin down) = 6.4 / 6.1 eV
Charge = +1
Spin multiplicity = 4
HOMO level (spin up / spin down) = -9.80 / -9.80 eV
Strongest force on any atom = 2.41 eV/Å

Last column: Löwdin spin population.
Element x y z (Å)
Cr 0.20261 -0.38237 0.31009  2.87
N -3.07577 -2.40974 2.20050  -0.01
C -1.97126 -1.99301 1.56766  -0.01
S -2.13827 -0.60176 0.51978  0.00
N -0.84487 -2.62327 1.80024  -0.01
N 0.23445 -2.10446 1.15505  -0.03
C 1.37091 -2.76708 1.22567  0.06
C 1.56324 -4.03082 1.94547  0.00
C 2.71289 -4.20444 2.72520  0.01
C 2.89610 -5.36358 3.45673  0.00
C 1.95184 -6.37859 3.40927  0.01
C 0.81591 -6.22210 2.62780  0.00
C 0.61947 -5.06014 1.90324  0.01
C 2.45221 -2.09911 0.51282  0.01
C 3.65446 -2.70987 0.16018  0.01
C 4.57727 -2.00645 -0.58927  0.01
C 4.29757 -0.69476 -0.95255  0.01
C 3.07682 -0.16193 -0.59343  0.01
N 2.16676 -0.84036 0.10458  0.01
H -3.94478 -1.93553 2.03859  0.00
H -3.05603 -3.25361 2.74914  0.00
H 3.44624 -3.40874 2.78379  0.00
H 3.77783 -5.46713 4.07541  0.00
H 2.10605 -7.28296 3.98205  0.00
H 0.08246 -7.01538 2.57351  0.00
H -0.26549 -4.95489 1.29505  0.00
H 3.81636 -3.74240 0.43306  0.00
H 5.50378 -2.47152 -0.89831  0.00
H 4.99877 -0.11018 -1.52939  0.00
H 2.80572 0.84729 -0.87611  0.00
C 2.04723 3.63845 -5.29438  0.00
C 1.57749 2.96478 -4.03158  0.01
C 1.83114 3.50481 -2.78994  0.00
C 1.42538 2.87478 -1.60538  0.01
C 1.89044 3.32745 -0.26060  0.00
O 1.52113 2.81939 0.78468  0.00
C 2.88158 4.45132 -0.21927  0.00
C 2.60167 5.56314 0.56875  0.00
C 3.47321 6.64080 0.58897  0.00
C 4.64659 6.60168 -0.14861  0.00
C 4.95627 5.47335 -0.89489  0.00
C 4.07643 4.40348 -0.93625  0.00
C 0.60783 1.70581 -1.71069  0.01
O 0.18113 1.07901 -0.66252  0.10
C 0.26904 1.19504 -2.99314  0.01
C 0.83225 1.78783 -4.10860  0.00
C -0.64658 0.01136 -3.12800  0.00
N -0.34162 -1.05288 -2.46569  0.00
C -0.95012 -2.33134 -2.81553  0.00
C -0.00007 -3.48763 -2.52997  0.00
Te -0.39665 -5.19960 -3.78046  0.00
C 0.80394 -4.39828 -5.35150  0.00
C 2.17008 -4.23553 -5.15123  0.00
C 2.96488 -3.71914 -6.16342  0.00
C 2.39905 -3.37039 -7.38215  0.00
C 1.03620 -3.52675 -7.58182  0.00
C 0.23802 -4.04134 -6.56863  0.00
C -1.81236 0.18652 -4.05299  0.00
C -2.06214 1.43205 -4.65647  0.00
C -3.10292 1.61544 -5.54921  0.00
C -3.96419 0.57456 -5.85655  0.00
C -3.79922 -0.63368 -5.20309  0.00
C -2.75539 -0.82096 -4.31131  0.00
H 2.60050 4.54802 -5.06793  0.00
H 1.19696 3.90027 -5.92632  0.00
H 2.69302 2.97655 -5.87409  0.00
H 2.37706 4.43511 -2.72628  0.00
H 1.68398 5.58671 1.14273  0.00
H 3.23747 7.51334 1.18397  0.00
H 5.32621 7.44341 -0.13955  0.00
H 5.88364 5.42611 -1.45079  0.00
H 4.32146 3.52450 -1.51957  0.00
H 0.68317 1.32908 -5.07952  0.00
H -1.16341 -2.34634 -3.88579  0.00
H -1.88391 -2.47699 -2.25945  0.00
H -0.09279 -3.83121 -1.50832  0.00
H 1.02746 -3.18275 -2.72294  0.00
H 2.61795 -4.52861 -4.20839  0.00
H 4.02948 -3.60032 -6.00546  0.00
H 3.02329 -2.99090 -8.18039  0.00
H 0.58912 -3.24202 -8.52531  0.00
H -0.82301 -4.17922 -6.73340  0.00
H -1.46341 2.29320 -4.41557  0.00
H -3.23664 2.58957 -6.00097  0.00
H -4.76130 0.71172 -6.57466  0.00
H -4.48896 -1.44926 -5.37593  0.00
H -2.72297 -1.76693 -3.80364  0.00
C 4.13030 0.49981 2.37419  0.00
Si 3.35290 0.42792 4.09101  0.00
C 3.33634 2.16671 4.82053  0.00
C 4.39935 -0.66768 5.22286  0.00
C 1.68584 -0.49016 4.01359  -0.01
Te -0.00803 0.24220 2.92074  -0.08
C -0.08291 2.18568 3.82787  -0.01
Si -1.49386 2.05798 5.12220  -0.01
C -3.08359 1.98828 4.09932  0.00
C -1.39397 0.49023 6.18308  0.00
C -1.42796 3.51688 6.31380  0.00
H 5.10612 0.98698 2.43183  0.00
H 3.51263 1.07804 1.68286  0.00
H 4.28592 -0.49572 1.95040  0.00
H 4.36607 2.41869 5.08397  0.00
H 2.73711 2.25718 5.72800  0.00
H 2.99233 2.91059 4.09954  0.00
H 5.44689 -0.36239 5.17448  0.00
H 4.34580 -1.72163 4.94175  0.00
H 4.08397 -0.58806 6.26481  0.00
H 1.32047 -0.65264 5.03035  0.00
H 1.86608 -1.47925 3.58414  0.00
H -0.33241 2.91740 3.05981  0.00
H 0.88784 2.43536 4.24755  0.00
H -2.96830 1.27385 3.27964  0.00
H -3.32109 2.95937 3.66052  0.00
H -3.94265 1.67843 4.69619  0.00
H -1.43783 -0.41392 5.57445  0.00
H -2.23193 0.46585 6.88172  0.00
H -0.47608 0.45741 6.77495  0.00
H -1.41846 4.48174 5.80495  0.00
H -0.54035 3.46501 6.94697  0.00
H -2.29966 3.49586 6.97077  0.00

Atoms 1-3, force components in eV/Å:
-0.619 0.154 -0.257
0.088 -0.191 0.014
-0.025 0.583 -0.373

---

An isolated ion of composition C5H15N2 and charge +1 in a non-equilibrium geometry, computed with wB97M-V/def2-TZVPD.

Properties
Frontier orbital gap = 9.1 eV
Charge = +1
HOMO level = -12.53 eV
Energy above the lowest of the compared OMol25 structures with the same formula, charge and spin = 104.9 kJ/mol
SMILES string = CC[C@H]([NH3+])CNC
Strongest force on any atom = 2.10 eV/Å

Last column: natural (NBO) charge in e.
Element x y z (Å)
C 0.62139 -1.00294 0.39105  -0.24
N 1.93607 -0.68981 -0.08834  -0.64
C 2.38467 -1.44728 -1.26981  -0.41
C -0.34276 0.14844 -0.00063  -0.04
N -1.55096 -0.42579 -0.77386  -0.69
C -1.50027 2.28006 0.77977  -0.64
C -0.83995 0.98526 1.19557  -0.42
H 0.25258 -1.97630 0.00774  0.18
H 0.67003 -1.01573 1.48760  0.23
H 2.69641 -0.64162 0.57211  0.39
H 2.23570 -2.52159 -1.04636  0.18
H 3.44456 -1.25298 -1.43123  0.23
H 1.79994 -1.15139 -2.15320  0.18
H 0.15113 0.82660 -0.71444  0.24
H -2.27175 -0.72571 -0.11244  0.43
H -1.34176 -1.21720 -1.38169  0.45
H -1.95944 0.36224 -1.27588  0.44
H -2.41679 2.15941 0.19785  0.20
H -0.84354 3.01794 0.31322  0.24
H -1.76141 2.73838 1.74970  0.25
H 0.10353 1.17325 1.72772  0.25
H -1.46739 0.37676 1.82554  0.21

Atoms 1-3, force components in eV/Å:
0.311 0.680 0.398
0.793 0.071 -0.976
-0.593 -0.151 0.755

---

A 2-piece molecular cluster, C5H7NO overall in a non-equilibrium geometry, computed with wB97M-V/def2-TZVPD.

Properties
Frontier orbital gap (spin up / spin down) = 5.3 / 10.1 eV
Charge = 0
HOMO level (spin up / spin down) = -6.61 / -9.50 eV
Energy above the lowest of the compared OMol25 structures with the same formula, charge and spin = 937.2 kJ/mol
Strongest force on any atom = 4.40 eV/Å

Last column: natural (NBO) charge in e.
Element x y z (Å)
C -0.75776 -1.05367 -0.12702  -0.25
C -0.69571 0.37007 -0.76517  0.04
O -0.98704 1.40383 0.16184  -0.52
C 0.34886 1.47714 0.76839  0.07
C 0.36011 0.28377 1.63125  -0.08
N 0.45254 -0.58010 0.62912  -0.40
C 0.79099 0.35087 -0.46984  -0.09
H -1.59730 -1.31769 0.51109  0.22
H -0.42077 -1.80676 -0.85048  0.21
H -1.08522 0.56365 -1.76518  0.19
H 0.51915 2.49112 1.14784  0.21
H 1.28498 -1.96440 -2.18901  -0.01
H 0.05163 0.05047 2.65288  0.20
H 1.35888 -0.25294 -1.38559  0.22

Atoms 1-3, force components in eV/Å:
0.103 1.054 0.135
-0.503 -0.069 -0.596
-0.252 0.533 -0.645

---

C4H7FO as an isolated structure in a non-equilibrium geometry, computed with wB97M-V/def2-TZVPD.

Properties
Frontier orbital gap = 10.2 eV
Charge = 0
HOMO level = -10.29 eV
Energy above the lowest of the compared OMol25 structures with the same formula, charge and spin = 480.4 kJ/mol
Strongest force on any atom = 10.27 eV/Å

Last column: natural (NBO) charge in e.
Element x y z (Å)
C -0.76892 -0.27490 -1.04817  -0.71
C 0.37950 0.12413 -0.46330  0.23
C 0.44707 -0.79550 0.88106  -0.63
C 0.31315 1.65427 0.20089  0.36
H -1.29996 -1.55586 -0.82096  0.21
H -1.54260 0.34856 -0.30715  0.33
H -0.85425 -0.26530 -2.29131  0.25
H 0.45855 -1.87941 0.66314  0.22
H 1.47081 -0.80314 1.37016  0.23
H -0.55382 -0.60199 1.55423  0.23
H 1.15813 2.49652 0.49031  0.21
O -0.89620 1.69137 0.74027  -0.56
F 1.68853 -0.13874 -0.96916  -0.38

Atoms 1-3, force components in eV/Å:
-8.439 -3.850 -4.407
6.856 0.235 6.146
-0.828 -0.059 1.565

---

C24H33F4FeO24 as an isolated structure in a non-equilibrium geometry, computed with wB97M-V/def2-TZVPD.

Properties
Frontier orbital gap (spin up / spin down) = 10.8 / 9.1 eV
Charge = 0
Spin multiplicity = 6
HOMO level (spin up / spin down) = -10.46 / -10.58 eV
Energy above the lowest of the compared OMol25 structures with the same formula, charge and spin = 0.0 kJ/mol
Strongest force on any atom = 2.59 eV/Å

Last column: Löwdin spin population.
Element x y z (Å)
Fe -1.72765 -1.29375 2.25961  4.30
C 1.38795 0.27242 0.42077  0.01
C 0.36768 -0.51171 1.16038  0.02
O 0.10765 -0.33550 2.38585  0.12
O -0.50093 -1.19046 0.52937  0.10
H 2.32231 -0.28878 0.50327  0.00
H 1.47794 1.26437 0.85994  0.00
H 1.13648 0.44130 -0.62044  0.00
C -0.44703 -4.30132 4.56896  0.01
C -0.99099 -3.15539 3.79836  0.02
O -1.38598 -3.30543 2.58449  0.10
O -1.16612 -2.00231 4.25293  0.09
H 0.60881 -4.47885 4.39476  0.00
H -1.04457 -5.18678 4.34861  0.00
H -0.62036 -4.13281 5.63381  0.00
C -3.41658 2.37252 2.41291  0.00
C -2.89192 0.97796 2.49285  0.02
O -2.40794 0.46582 3.53040  0.07
O -2.77200 0.28010 1.43411  0.09
H -3.17474 2.86072 3.35709  0.00
H -4.49056 2.37652 2.23876  0.00
H -2.94589 2.95438 1.62219  0.00
C 0.45760 -3.61231 -1.26610  0.00
C 1.55443 -4.04952 -0.29134  0.00
O 1.00066 -5.19038 0.29973  0.00
C -0.35405 -5.22432 0.08449  0.00
O -1.07398 -6.02877 0.55650  0.00
O -0.69880 -4.23653 -0.76141  0.00
F 1.76414 -3.10695 0.68036  0.00
H 0.72806 -3.93577 -2.27595  0.00
H 0.37304 -2.52879 -1.29960  0.00
H 2.50113 -4.30058 -0.75906  0.00
C 1.40114 -0.08498 -3.38750  0.00
C 2.74297 -0.41898 -2.77277  0.00
O 3.68906 -0.03557 -3.70581  0.00
C 3.05960 0.30695 -4.87438  0.00
O 3.60066 0.71427 -5.83809  0.00
O 1.72796 0.09440 -4.76346  0.00
F 2.84361 -1.79762 -2.57608  0.00
H 1.00292 0.82630 -2.94498  0.00
H 0.66964 -0.88186 -3.28971  0.00
H 2.92782 0.02537 -1.80255  0.00
C 5.26915 2.67833 0.43797  0.00
C 4.75565 4.10795 0.53782  0.00
O 3.79481 4.15022 -0.50975  0.00
C 3.40392 2.88971 -0.79628  0.00
O 2.45545 2.57459 -1.44044  0.00
O 4.16322 1.99241 -0.12834  0.00
F 5.74993 4.97947 0.26519  0.00
H 5.55253 2.20405 1.37505  0.00
H 6.16067 2.63914 -0.19469  0.00
H 4.28034 4.32343 1.49344  0.00
C 0.16152 2.67010 4.55804  0.00
C 0.00911 3.47186 3.28450  0.00
O 1.35435 3.76183 2.93673  0.00
C 2.17617 2.89596 3.58329  0.00
O 3.35642 2.89398 3.47939  0.00
O 1.45851 2.07782 4.37824  0.00
F -0.71338 4.59071 3.50809  0.00
H -0.58613 1.89074 4.68906  0.00
H 0.19024 3.29717 5.45029  0.00
H -0.39598 2.89925 2.44771  0.00
C -2.97261 -1.14451 -1.73963  0.00
O -3.67408 -2.34797 -1.46608  0.00
C -3.50265 -2.86550 -0.26101  0.00
O -2.85121 -2.35624 0.62620  0.04
O -4.15188 -4.00172 -0.17501  0.00
C -4.02318 -4.69747 1.07341  0.00
H -3.35877 -0.68312 -2.63984  0.00
H -1.89818 -1.33849 -1.79193  0.00
H -3.05217 -0.41654 -0.92824  0.00
H -4.72360 -4.30658 1.81925  0.00
H -3.02681 -4.59525 1.48921  0.00
H -4.31043 -5.72426 0.87701  0.00
C -0.95166 3.06298 -1.89971  0.00
O -0.86419 2.26337 -3.06859  0.00
C -1.48076 2.67878 -4.17268  0.00
O -2.01795 3.74007 -4.33940  0.00
O -1.37962 1.70342 -5.06780  0.00
C -2.07275 1.87782 -6.29792  0.00
H -0.00157 3.58203 -1.74083  0.00
H -1.10333 2.44704 -1.01553  0.00
H -1.71322 3.83028 -2.03197  0.00
H -1.74602 2.77793 -6.81095  0.00
H -3.15029 1.94869 -6.12281  0.00
H -1.91274 0.95909 -6.85173  0.00

Atoms 1-3, force components in eV/Å:
0.748 0.069 0.038
0.609 -0.169 0.365
-2.415 0.691 -0.639

---

One molecule with the formula C6H8 in a non-equilibrium geometry, computed with wB97M-V/def2-TZVPD.

Properties
Frontier orbital gap = 10.1 eV
Charge = 0
HOMO level = -8.97 eV
Energy above the lowest of the compared OMol25 structures with the same formula, charge and spin = 78.1 kJ/mol
SMILES string = C1=CCC=CC1
Strongest force on any atom = 4.01 eV/Å

Last column: natural (NBO) charge in e.
Element x y z (Å)
C -1.55588 -0.05605 0.06637  -0.48
C -0.66694 1.20945 -0.08585  -0.18
C 0.66038 1.28246 -0.09086  -0.19
C 1.53811 -0.02472 0.06931  -0.47
C 0.71030 -1.22734 -0.14073  -0.20
C -0.60538 -1.30168 0.00691  -0.16
H -2.20839 -0.02429 0.86924  0.22
H -2.31766 -0.00748 -0.74647  0.22
H -1.18657 2.14868 -0.17764  0.19
H 1.03649 2.31478 -0.00495  0.21
H 2.47141 -0.02424 -0.59171  0.22
H 1.96146 0.10591 1.13116  0.23
H 1.30460 -2.09576 -0.20731  0.20
H -1.14192 -2.29971 -0.09746  0.20

Atoms 1-3, force components in eV/Å:
2.915 0.236 -2.749
-0.845 -0.684 0.405
0.266 -1.139 0.457

---

Q: Among the records above, which one has the lowest charge?
A: C3H7O3

---

Q: Look up the charge of the sixth one.
A: 0